Molecular formula: C31H39F18GeN2O6S2Si3Ti
Method: DFT, the ωB97M-V functional and the def2-TZVPD basis

Geometry as XYZ:
```
103
Properties=species:S:1:pos:R:3:forces:R:3:mulliken_charge:R:1
Ti 0.1435 -0.1337 -0.3192 0.2584 -0.4250 -0.2864 -1.96
C 6.7708 0.9965 -0.7685 -0.0221 -0.0055 0.0030 -1.75
C 5.3357 0.7135 -1.1264 -0.0009 0.0165 -0.0103 0.57
C 4.6311 1.5229 -2.0056 0.0237 -0.0066 0.0182 -1.12
C 3.3083 1.2567 -2.3035 -0.0063 -0.0371 -0.0203 0.18
C 2.6503 0.1620 -1.7520 0.0022 0.0861 -0.0270 -0.12
N 1.2754 -0.0799 -1.9941 -0.0501 0.1642 -0.0064 1.50
C 0.8213 -0.1910 -3.3067 0.0177 -0.0619 -0.0158 0.79
C 1.7164 -0.1406 -4.3934 -0.0127 0.0165 0.0277 -0.72
C 1.2956 -0.1269 -5.7066 -0.0231 0.0075 -0.0099 -1.41
C -0.0533 -0.1687 -6.0331 0.0022 0.0003 -0.0099 0.48
C -0.5413 -0.0886 -7.4549 0.0082 -0.0089 0.0262 -1.56
C -0.9378 -0.3336 -4.9820 0.0156 -0.0178 0.0074 -0.72
C -0.5366 -0.4037 -3.6500 0.0383 -0.0160 0.0884 -1.05
C -1.6047 -0.7856 -2.6312 -0.0849 -0.1253 0.0279 1.95
O -1.1132 -0.9410 -1.3478 0.1089 0.4519 0.1450 -0.16
C -2.7988 0.2478 -2.6280 -0.0099 -0.0087 -0.0105 0.15
F -3.3263 0.3618 -1.4121 -0.0142 -0.0108 -0.0525 -0.15
F -2.4211 1.4691 -3.0285 -0.0351 -0.1045 -0.0113 -0.30
F -3.7939 -0.1283 -3.4641 0.1405 0.0316 0.0790 -0.32
C -2.1925 -2.2066 -2.9438 0.0193 -0.0354 0.0394 0.05
F -3.1796 -2.4942 -2.0810 -0.0214 0.0388 0.0176 -0.21
F -1.2461 -3.1301 -2.7970 0.0867 -0.0239 0.0285 -0.10
F -2.6925 -2.3653 -4.1773 -0.0360 0.0699 -0.0668 -0.28
C 3.3483 -0.6528 -0.8509 -0.0830 -0.0242 0.0141 -1.17
C 4.6748 -0.3683 -0.5564 0.0147 0.0117 0.0064 -0.63
C 2.5730 -1.8181 -0.2268 -0.0164 0.0000 -0.0169 1.99
O 1.3522 -1.4059 0.2915 -0.1658 0.0827 -0.0330 0.41
C 3.3236 -2.4475 0.9721 -0.0118 0.0172 -0.0113 -0.12
F 2.6044 -3.4006 1.5595 -0.0873 -0.0454 0.0781 -0.22
F 4.4961 -3.0058 0.6114 0.0696 -0.0372 -0.0407 -0.31
F 3.5865 -1.5210 1.9014 0.0186 0.0610 0.0289 -0.22
C 2.3593 -2.9476 -1.3199 0.0224 -0.0044 0.0180 0.00
F 1.1223 -2.9370 -1.7975 0.0189 -0.0250 0.0177 -0.02
F 3.2017 -2.7846 -2.3558 -0.0202 -0.0474 0.0609 -0.28
F 2.5831 -4.1884 -0.8429 -0.0324 0.0828 -0.0846 -0.34
H 7.1296 1.8940 -1.2720 0.0015 0.0004 0.0000 0.40
H 7.4196 0.1662 -1.0547 0.0072 0.0028 0.0011 0.33
H 6.8836 1.1453 0.3070 0.0083 0.0013 -0.0025 0.34
H 5.1109 2.3929 -2.4396 -0.0021 -0.0035 -0.0016 0.27
H 2.7533 1.9193 -2.9529 0.0019 0.0036 -0.0029 0.56
H 2.7759 -0.1068 -4.1940 0.0070 0.0070 -0.0001 0.53
H 2.0401 -0.0705 -6.4937 -0.0023 0.0019 -0.0012 0.32
H 0.2835 0.1125 -8.1389 -0.0022 0.0003 -0.0004 0.36
H -1.2784 0.7077 -7.5743 0.0007 -0.0011 -0.0132 0.35
H -1.0140 -1.0229 -7.7661 -0.0051 0.0059 -0.0060 0.32
H -1.9920 -0.4227 -5.2104 -0.0114 -0.0071 -0.0074 0.58
H 5.2292 -0.9840 0.1360 -0.0138 0.0033 -0.0043 0.53
F -1.9746 4.3937 -2.4671 -0.0272 -0.0099 -0.0369 -0.23
C -0.7851 4.1889 -1.9106 -0.0023 -0.0820 0.0272 0.46
F 0.0260 3.6567 -2.8142 0.0263 0.0132 0.0007 -0.16
F -0.2916 5.3603 -1.5170 -0.0070 0.0400 0.0196 -0.24
S -0.9890 3.0585 -0.4356 -0.0044 0.1517 -0.0535 1.19
O -0.6544 1.7599 -1.0250 -0.1313 -0.1187 0.1827 -0.60
O -2.3042 3.3034 0.0381 0.0008 0.0094 -0.0036 -0.69
N 0.0937 3.4989 0.6077 0.0145 -0.0461 -0.0712 -0.59
S 1.5267 2.8729 0.3878 0.0346 -0.0971 0.1173 1.16
O 1.5433 1.4304 0.6415 -0.1313 0.0339 -0.2247 -0.44
O 2.2078 3.3566 -0.7708 0.0988 0.0287 0.0566 -0.73
C 2.4067 3.6079 1.8329 0.0013 0.0281 -0.0482 0.48
F 2.6702 4.8851 1.5682 -0.0045 0.0247 0.0139 -0.21
F 1.6945 3.5355 2.9428 -0.0156 0.0213 0.0310 -0.16
F 3.5534 2.9558 1.9976 0.0410 -0.0293 -0.0094 -0.21
C -4.5159 -1.3681 0.8908 0.0295 0.0178 -0.0102 -1.15
Si -3.7864 0.0672 1.8906 -0.0643 -0.0159 0.0358 1.67
C -4.5522 1.6640 1.2577 0.0367 0.0221 0.0114 -1.21
C -4.4787 -0.0513 3.6474 0.0157 -0.0036 0.0154 -1.36
Ge -1.3974 -0.0963 1.9190 0.0090 -0.0403 -0.0757 1.21
Si -0.6646 0.9711 3.9144 -0.0157 -0.0059 0.1119 0.86
C -1.3844 0.2276 5.4985 -0.0073 -0.0089 -0.0130 -1.21
C -1.2007 2.7786 3.9392 0.0207 -0.0006 -0.0447 -1.04
C 1.2079 0.8282 4.1204 0.0056 0.0013 -0.0168 -0.60
Si -1.1579 -2.4132 2.5336 -0.0507 -0.0812 0.0767 0.81
C -1.1675 -3.5864 1.0557 -0.0085 0.0191 0.0426 -0.76
C -2.5227 -3.0799 3.6650 -0.0127 0.0242 -0.0106 -1.19
C 0.4166 -2.6424 3.5450 0.0314 0.0423 -0.0346 -0.69
H -5.2992 -1.0052 0.2203 -0.0042 -0.0004 0.0045 0.46
H -4.9608 -2.1165 1.5502 0.0126 -0.0233 0.0120 0.55
H -3.7618 -1.8610 0.2767 -0.0140 -0.0002 -0.0020 -0.09
H -5.6333 1.6105 1.4260 0.0012 -0.0137 -0.0007 0.41
H -4.3736 1.8394 0.1996 -0.0016 0.0117 0.0010 0.22
H -4.1644 2.5262 1.8038 -0.0100 0.0062 -0.0159 0.20
H -5.5685 -0.1467 3.5985 -0.0013 -0.0026 -0.0092 0.40
H -4.2533 0.8628 4.2032 -0.0025 -0.0119 0.0037 0.28
H -4.0858 -0.8982 4.2098 -0.0160 0.0237 -0.0043 0.30
H -2.4589 0.3990 5.5726 0.0021 -0.0175 0.0051 0.26
H -0.9075 0.6948 6.3666 0.0077 0.0042 -0.0055 0.41
H -1.2099 -0.8483 5.5602 0.0014 0.0177 0.0113 0.20
H -2.2917 2.8381 3.9877 -0.0009 -0.0098 -0.0026 0.28
H -0.8818 3.3146 3.0451 -0.0140 0.0108 0.0144 0.22
H -0.7958 3.2916 4.8172 0.0023 0.0042 -0.0024 0.42
H 1.4562 -0.1419 4.5559 -0.0116 0.0024 -0.0195 0.43
H 1.5817 1.6040 4.7947 0.0007 -0.0043 0.0071 0.43
H 1.7396 0.9078 3.1717 0.0029 -0.0185 0.0161 -0.36
H -2.1908 -3.7229 0.6958 0.0031 0.0198 -0.0184 0.27
H -0.7868 -4.5664 1.3605 -0.0148 -0.0005 0.0108 0.52
H -0.5658 -3.2375 0.2196 0.0545 0.0179 -0.0471 -0.27
H -3.5088 -3.0131 3.2038 -0.0256 -0.0052 -0.0013 0.22
H -2.5563 -2.5526 4.6210 -0.0038 -0.0087 -0.0216 0.26
H -2.3217 -4.1365 3.8713 0.0145 -0.0014 -0.0031 0.39
H 1.2548 -2.0901 3.1243 0.0108 -0.0091 0.0147 -0.26
H 0.6956 -3.6982 3.6012 -0.0050 -0.0081 -0.0083 0.42
H 0.2521 -2.2831 4.5640 0.0060 -0.0040 -0.0089 0.33
```
Positions in Å, forces in eV/Å.

Values from the calculation:
- Kohn-Sham gap (eV) = 6.87
- E (eV) = -221904.9248
- total charge = -1
- max |F| (eV/Å) = 0.57
- energy relative to the best compared isomer or geometry (same formula, charge and spin) (eV) = 0.143
- LUMO energy (eV) = 1.83

***

Molecular formula: C4H11N3
Method: DFT, the ωB97M-V functional and the def2-TZVPD basis

Geometry as XYZ:
```
18
Properties=species:S:1:pos:R:3:forces:R:3:mulliken_charge:R:1
C -1.2104 -0.5706 -0.0141 0.4019 0.9541 -0.9905 -1.14
C -0.2615 -1.6759 1.9117 3.3110 -2.8831 -3.6005 -0.80
C -0.4105 0.3008 -0.4615 -2.0323 -0.4412 0.4754 0.89
C 0.6336 2.4009 -0.9963 1.1515 0.4400 -1.1010 -0.38
N 0.3482 1.0558 -1.0318 1.3462 -0.3376 -0.9301 -0.23
N -0.7515 -3.0558 2.0473 -2.4232 -0.4983 3.0248 -0.36
N 1.6838 2.5916 -2.1574 -0.8424 0.4481 -0.9383 -0.40
H -2.1213 -0.5613 0.5175 -0.6677 -0.1680 0.3314 0.43
H 0.6397 -1.5984 1.1146 -2.3937 -0.2851 2.4009 0.37
H -0.3345 -1.0355 2.6885 -0.4946 1.8015 2.4597 0.48
H 1.1292 2.6454 -0.0937 0.7602 0.3989 0.9668 0.39
H -0.1278 3.1029 -1.1244 -1.6352 0.8518 -0.5211 0.41
H -0.4014 -3.6310 2.9296 -0.2732 1.2520 -2.1860 0.41
H -0.5639 -3.5126 1.1816 0.4323 -1.0439 -0.6733 0.37
H -1.8514 -3.1555 2.1728 2.4401 0.6319 -0.3232 0.42
H 2.4756 2.1853 -1.6799 0.9142 -0.3532 -0.8038 0.37
H 1.9720 3.5481 -2.5777 -0.9183 -1.5435 1.2636 0.37
H 1.3296 1.9824 -2.9574 0.9232 0.7755 1.1451 0.39
```
Positions in Å, forces in eV/Å.

Values from the calculation:
- Kohn-Sham gap (spin up / spin down) (eV) = 9.18 / 7.08
- <S²> = 2.018
- E (eV) = -8773.1725
- multiplicity = 3
- total charge = +2
- max |F| (eV/Å) = 5.68
- energy relative to the best compared isomer or geometry (same formula, charge and spin) (eV) = 1.605
- LUMO energy (spin up / spin down) (eV) = -6.32 / -9.62

***

Molecular formula: C26H29AlN3O5
Method: DFT, the ωB97M-V functional and the def2-TZVPD basis

Geometry as XYZ:
```
64
Properties=species:S:1:pos:R:3:forces:R:3:mulliken_charge:R:1
Al 0.2801 -1.1737 0.2251 -0.0536 0.1674 -0.3670 -0.12
O -2.4745 1.0729 -2.5819 0.1147 -0.1503 0.0759 -0.48
C -1.7522 0.3598 -1.7285 -0.2428 0.2661 0.1496 -0.04
O -0.7262 -0.2170 -2.0016 0.2167 -0.0589 -0.0487 -0.41
C -2.3321 0.3013 -0.3553 0.0003 0.0017 -0.0894 0.68
C -3.5095 0.8994 0.0355 0.0242 0.0172 -0.0041 -0.54
C -3.9375 0.7108 1.3488 -0.0078 -0.0023 0.0307 -0.74
C -3.1899 -0.0750 2.2066 0.0383 -0.0039 -0.0223 -1.01
C -2.0103 -0.6264 1.7273 -0.1601 0.0166 -0.0034 0.39
N -1.5953 -0.4301 0.4830 -0.0808 -0.0985 0.0212 0.43
C -1.0855 -1.5052 2.5423 0.1906 -0.0343 0.0191 0.44
O -1.3798 -1.8568 3.6510 -0.0455 0.0010 0.0184 -0.64
O 0.0094 -1.8071 1.8816 -0.0285 0.0200 0.1384 -0.41
H -2.0388 1.0530 -3.4476 0.0141 0.0289 -0.0676 0.47
H -4.0718 1.4945 -0.6684 -0.0149 0.0040 0.0040 0.65
H -4.8559 1.1705 1.6880 0.0010 0.0004 0.0003 0.49
H -3.4784 -0.2715 3.2297 -0.0130 0.0006 -0.0073 0.65
C 1.3446 2.2096 3.4457 -0.0017 0.0212 -0.0055 -1.47
C 0.1247 1.5469 2.7995 0.0339 0.0844 -0.0103 -0.64
C -0.2719 2.2684 1.5346 0.0015 -0.0592 0.0464 0.65
C -1.1119 3.3698 1.6147 -0.0348 0.0447 -0.0317 -0.46
C -1.3908 4.1386 0.4929 0.0125 -0.0199 0.0158 -1.36
C -0.7842 3.8336 -0.7111 0.0062 0.0067 -0.0104 -0.73
C 0.0688 2.7370 -0.8368 -0.0105 0.0413 -0.0567 0.42
C 0.7813 2.5199 -2.1501 -0.0741 0.0030 -0.0845 -0.73
C 1.9354 3.5065 -2.3428 0.0263 -0.0092 0.0124 -1.41
C 0.2717 1.9321 0.2864 -0.0027 -0.1126 0.0701 -0.09
N 0.9892 0.6927 0.1659 0.1332 0.1146 0.2329 1.37
C 2.2819 0.7066 0.0013 0.0328 -0.0163 -0.0558 0.71
C 2.9336 -0.5340 -0.1458 -0.0277 -0.0023 0.0447 -0.95
C 4.2601 -0.9497 -0.2154 -0.0269 0.0254 -0.0217 -1.23
C 4.2287 -2.3465 -0.2118 -0.0633 -0.0370 0.0226 -0.92
C 2.8877 -2.7177 -0.1322 0.1099 0.0126 -0.0710 -0.33
N 2.0948 -1.6307 -0.1046 -0.0578 0.0554 0.0283 0.58
H 1.6188 1.7007 4.3692 -0.0062 -0.0019 -0.0046 0.45
H 1.1403 3.2558 3.6747 0.0086 0.0004 0.0062 0.37
H 2.2054 2.1790 2.7743 -0.0053 -0.0018 -0.0009 0.29
H -0.7099 1.5573 3.5038 -0.0103 0.0046 -0.0073 0.61
H 0.3709 0.5065 2.6055 0.0221 -0.0467 -0.0182 -0.13
H -1.5391 3.6341 2.5754 0.0025 0.0066 -0.0054 0.55
H -2.0533 4.9909 0.5661 -0.0063 -0.0011 0.0075 0.45
H -0.9636 4.4580 -1.5787 0.0044 0.0016 -0.0080 0.53
H 0.0681 2.6660 -2.9680 -0.0044 -0.0062 0.0316 0.50
H 1.1438 1.4971 -2.2350 0.0079 -0.0143 -0.0133 0.22
H 1.5846 4.5360 -2.2690 0.0020 -0.0026 -0.0059 0.37
H 2.3995 3.3737 -3.3199 -0.0037 -0.0027 0.0031 0.44
H 2.7074 3.3711 -1.5836 -0.0044 0.0065 0.0120 0.30
H 2.8267 1.6466 -0.0135 0.0139 -0.0122 0.0077 0.62
H 5.1289 -0.3125 -0.2562 0.0012 -0.0057 0.0060 0.55
H 5.0708 -3.0170 -0.2493 -0.0030 0.0044 -0.0032 0.49
H 2.4735 -3.7140 -0.0951 0.0024 -0.0160 0.0159 0.47
C -0.4953 -5.0122 -0.8252 -0.0801 -0.0308 0.0293 -0.70
C -0.3139 -4.5312 -2.2616 0.0153 0.0167 -0.0547 -0.60
C 0.0887 -3.0717 -2.1135 -0.0672 0.0412 0.0906 -0.54
O -0.3984 -2.6644 -0.7791 0.0333 -0.3623 0.0138 0.35
C -1.0847 -3.7997 -0.1430 0.0236 0.0528 -0.0577 -0.36
H 0.4567 -5.2792 -0.3666 0.0349 0.0175 -0.0020 0.24
H -1.1590 -5.8720 -0.7545 0.0178 -0.0041 0.0191 0.45
H -1.2527 -4.6184 -2.8087 0.0002 0.0148 -0.0021 0.30
H 0.4447 -5.0941 -2.8013 -0.0127 -0.0030 -0.0093 0.37
H -0.3788 -2.4108 -2.8349 0.0256 0.0010 -0.0466 0.21
H 1.1651 -2.9206 -2.1183 -0.0059 0.0088 0.0018 0.42
H -2.1516 -3.6888 -0.3426 -0.0068 -0.0052 0.0019 0.29
H -0.8891 -3.7485 0.9225 -0.0092 0.0111 0.0191 0.29
```
Positions in Å, forces in eV/Å.

Values from the calculation:
- Kohn-Sham gap (eV) = 7.33
- E (eV) = -48738.8411
- total charge = +1
- max |F| (eV/Å) = 0.41
- energy relative to the best compared isomer or geometry (same formula, charge and spin) (eV) = 0.000
- LUMO energy (eV) = -3.69

***

- Among the records above, which one has the highest energy relative to the best compared isomer or geometry (same formula, charge and spin)?
  C4H11N3